Entry 1:
Molecular formula: C17H16ClN3O2S
Method: DFT, ωB97M-V/def2-TZVPD

The geometry in ORCA input format:
```
! RIJCOSX wB97M-V def2-TZVPD def2/J DEFGRID3
* xyz 0 1
C -0.537 -0.836 2.332
C -1.345 0.432 2.068
N -1.086 0.929 0.742
C -0.007 1.656 0.340
S 1.190 2.308 1.409
C 2.347 2.873 0.130
C 2.584 1.870 -0.997
O 2.844 2.266 -2.103
C 2.545 0.431 -0.635
C 3.018 -0.048 0.584
C 2.903 -1.390 0.898
C 2.301 -2.252 -0.005
Cl 2.113 -3.919 0.410
C 1.850 -1.796 -1.235
C 1.986 -0.459 -1.551
N 0.026 1.766 -0.960
N -1.029 1.099 -1.446
C -1.698 0.598 -0.445
C -2.913 -0.181 -0.555
C -3.075 -1.365 -1.331
C -4.366 -1.744 -1.162
O -5.013 -0.884 -0.354
C -4.136 0.069 0.016
C -4.624 1.186 0.869
H -0.749 -1.207 3.331
H 0.528 -0.631 2.251
H -0.798 -1.606 1.609
H -2.412 0.223 2.153
H -1.069 1.213 2.783
H 1.969 3.799 -0.305
H 3.287 3.076 0.647
H 3.491 0.618 1.290
H 3.270 -1.765 1.841
H 1.396 -2.482 -1.933
H 1.628 -0.072 -2.492
H -2.320 -1.840 -1.920
H -4.929 -2.571 -1.546
H -4.867 0.838 1.873
H -3.869 1.965 0.931
H -5.530 1.606 0.437
*
```

SMILES ... CCn1c(SCC(=O)c2ccc(Cl)cc2)nnc1-c1ccoc1C
Orbital gap ... 8.76 eV

Atomic partial charges in e from the natural (NBO) method, atoms 1 to 2: C -0.6177; C -0.2115

***

Entry 2:
Molecular formula: C2H12N2O4
Method: DFT, ωB97M-V/def2-TZVPD

The geometry in ORCA input format:
```
! RIJCOSX wB97M-V def2-TZVPD def2/J DEFGRID3
* xyz 1 2
O 2.654 0.106 -2.561
C 3.049 -0.005 -1.401
N 2.553 0.694 -0.314
C 1.710 1.937 -0.439
N 0.294 1.660 -0.715
H 3.609 -0.806 -0.891
H 2.843 0.558 0.635
H 1.719 2.370 0.643
H 2.086 2.698 -1.296
H 0.164 0.672 -1.026
H 0.090 2.222 -1.532
H -0.984 -2.464 3.215
H -0.943 -1.043 3.504
O -1.060 -1.796 3.990
H -3.555 -1.966 -0.484
H -3.123 -1.632 -1.845
O -3.961 -1.979 -1.370
H -3.363 -0.086 2.497
H -3.067 0.920 1.521
O -3.128 -0.021 1.605
*
```

Orbital gap (spin up / spin down) ... 9.62 / 3.70 eV
⟨S²⟩ ... 0.759

Atomic partial charges in e from the natural (NBO) method, atoms 1 to 2: O -0.4692; C 0.5196

***

Entry 3:
Molecular formula: C5H30N2O10
Method: DFT, ωB97M-V/def2-TZVPD

The geometry in ORCA input format:
```
! RIJCOSX wB97M-V def2-TZVPD def2/J DEFGRID3
* xyz 0 1
C -1.335 1.974 -0.435
C -0.216 0.952 -0.306
C 0.949 1.604 0.376
N -0.695 -0.243 0.467
C 0.259 -1.108 0.783
O 1.388 -1.214 0.295
C -0.287 -2.293 1.651
N 0.353 -3.479 0.905
H -2.028 1.966 0.464
H -2.051 1.548 -1.148
H -1.133 3.093 -0.612
H 0.270 0.556 -1.258
H 1.351 2.517 -0.039
H 0.881 1.737 1.403
H 1.891 1.114 0.387
H -1.675 -0.456 0.566
H -1.388 -2.426 1.819
H 0.204 -2.154 2.680
H 0.388 -4.305 1.499
H 1.265 -3.243 0.593
O 2.231 2.498 -4.153
H 2.374 1.796 -4.804
H 1.360 2.213 -3.810
O 2.812 -0.650 -1.973
H 2.451 0.245 -1.906
H 2.825 -0.839 -1.000
O -0.778 3.578 3.097
H -1.035 2.911 2.513
H -0.718 4.367 2.639
O -1.639 -1.529 -2.726
H -1.183 -0.864 -2.103
H -1.755 -2.334 -2.216
O -3.998 -1.906 1.134
H -3.824 -2.446 1.936
H -4.839 -2.359 0.772
O 0.621 0.946 3.906
H 0.937 0.456 4.618
H 1.405 1.277 3.403
O 3.611 -3.330 -1.581
H 3.030 -4.046 -1.742
H 3.352 -2.606 -2.174
O -2.703 1.926 3.720
H -1.838 1.528 3.582
H -2.414 2.852 4.100
O 0.604 0.381 -5.165
H 0.987 -0.384 -4.781
H -0.270 0.179 -5.376
*
```

SMILES ... CC(C)NC(=O)CN.O.O.O.O.O.O.O.O.O
Orbital gap ... 9.53 eV

Atomic partial charges in e from the natural (NBO) method, atoms 1 to 2: C -0.6481; C -0.0734

***

Entry 4:
Molecular formula: C24H35N3O4S
Method: DFT, ωB97M-V/def2-TZVPD

The geometry in ORCA input format:
```
! RIJCOSX wB97M-V def2-TZVPD def2/J DEFGRID3
* xyz 0 1
C -2.854 -2.234 -0.037
C -4.325 -1.999 -0.051
C -5.204 -3.048 -0.281
C -6.573 -2.855 -0.322
C -7.097 -1.586 -0.135
C -6.245 -0.526 0.095
C -4.862 -0.717 0.143
C -4.023 0.438 0.387
N -2.756 0.478 0.684
C -2.449 1.804 0.828
C -1.077 2.243 1.137
S -0.338 3.109 -0.301
O 1.091 2.891 -0.260
O -0.785 4.476 -0.281
C -0.977 2.339 -1.826
C -0.800 0.827 -1.814
O -1.703 0.073 -2.112
N 0.441 0.447 -1.483
C 0.808 -0.932 -1.249
C 0.855 -1.261 0.244
C 1.992 -0.509 0.960
N 3.255 -0.600 0.243
C 4.179 -1.634 0.698
C 3.504 -2.996 0.861
C 5.302 -1.785 -0.336
C 6.030 -0.473 -0.584
C 5.008 0.583 -0.984
C 3.896 0.701 0.061
C 4.406 1.357 1.355
C -3.579 2.544 0.603
C -3.848 4.002 0.621
O -4.577 1.674 0.327
H -2.444 -1.989 0.941
H -2.377 -1.577 -0.761
H -2.626 -3.270 -0.276
H -4.804 -4.040 -0.436
H -7.232 -3.692 -0.502
H -8.164 -1.425 -0.168
H -6.642 0.467 0.242
H -1.036 2.975 1.941
H -0.444 1.389 1.356
H -0.400 2.799 -2.626
H -2.024 2.607 -1.923
H 1.094 1.153 -1.167
H 0.063 -1.554 -1.748
H 1.795 -1.106 -1.681
H -0.098 -0.990 0.702
H 0.982 -2.336 0.347
H 2.076 -0.878 1.992
H 1.713 0.546 1.021
H 4.625 -1.366 1.675
H 2.762 -2.992 1.653
H 4.260 -3.736 1.117
H 3.033 -3.296 -0.071
H 6.004 -2.547 0.007
H 4.857 -2.129 -1.272
H 6.562 -0.164 0.317
H 6.770 -0.599 -1.377
H 5.486 1.555 -1.113
H 4.559 0.295 -1.937
H 3.131 1.372 -0.349
H 5.220 0.795 1.804
H 3.600 1.436 2.082
H 4.760 2.360 1.133
H -2.945 4.548 0.357
H -4.641 4.238 -0.084
H -4.172 4.318 1.614
*
```

SMILES ... Cc1ccccc1-c1nc(CS(=O)(=O)CC(=O)NCCCN2[C@@H](C)CCC[C@@H]2C)c(C)o1
Orbital gap ... 8.93 eV

Atomic partial charges in e from the natural (NBO) method, atoms 1 to 2: C -0.6734; C 0.1409

***

Entry 5:
Molecular formula: H10IO5
Method: DFT, ωB97M-V/def2-TZVPD

The geometry in ORCA input format:
```
! RIJCOSX wB97M-V def2-TZVPD def2/J DEFGRID3
* xyz -1 1
I -0.504 -0.963 -0.321
O -0.740 -0.238 -3.872
H -1.009 -1.056 -4.301
H -0.619 -0.489 -2.930
O -3.287 1.426 -0.356
H -4.026 1.259 0.237
H -2.657 0.700 -0.173
O -0.282 1.745 2.186
H 0.576 1.321 2.281
H -0.740 1.173 1.546
O 1.530 -2.218 2.441
H 1.947 -1.382 2.672
H 1.490 -2.195 1.471
O 2.836 0.142 0.059
H 3.395 0.788 -0.386
H 2.090 -0.014 -0.557
*
```

Orbital gap ... 8.19 eV

Atomic partial charges in e from the natural (NBO) method, atoms 1 to 2: I -0.9331; O -0.9737

***

Entry 6:
Molecular formula: C50H45N5O2PTi
Method: DFT, ωB97M-V/def2-TZVPD

The geometry in ORCA input format:
```
! RIJCOSX wB97M-V def2-TZVPD def2/J DEFGRID3
* xyz -1 3
Ti -0.794 -0.190 -0.791
C 1.188 -2.971 -0.003
C -0.094 -3.704 0.263
C -0.099 -5.091 0.292
C -1.267 -5.799 0.512
C -2.454 -5.105 0.655
C -2.488 -3.716 0.635
C -3.821 -3.037 0.791
C -1.286 -2.997 0.484
N -1.280 -1.580 0.581
C -1.823 -1.054 1.724
O -2.080 -1.668 2.757
C -2.146 0.381 1.579
C -3.037 1.047 2.390
C -3.427 2.345 2.064
C -2.961 2.900 0.863
C -2.073 2.199 0.092
N -1.600 0.970 0.468
C -1.749 2.578 -1.312
O -1.971 3.708 -1.743
N -1.289 1.511 -2.019
C -1.420 1.603 -3.430
C -2.711 1.577 -3.995
C -3.948 1.677 -3.144
C -2.863 1.554 -5.374
C -1.766 1.588 -6.218
C -0.505 1.714 -5.665
C -0.320 1.753 -4.286
C 1.063 2.059 -3.773
H 1.992 -3.668 -0.239
H 1.062 -2.285 -0.842
H 1.492 -2.375 0.859
H 0.835 -5.626 0.155
H -1.249 -6.881 0.567
H -3.381 -5.646 0.805
H -4.623 -3.717 0.502
H -3.975 -2.742 1.830
H -3.891 -2.137 0.182
H -3.422 0.531 3.259
H -4.124 2.887 2.688
H -3.314 3.858 0.507
H -3.811 1.230 -2.161
H -4.174 2.735 -2.987
H -4.799 1.206 -3.636
H -3.864 1.529 -5.791
H -1.890 1.553 -7.293
H 0.357 1.819 -6.314
H 1.542 2.795 -4.420
H 1.015 2.470 -2.767
H 1.700 1.171 -3.774
C 1.815 -1.960 4.074
C 2.712 -0.827 4.489
C 3.572 -1.006 5.572
C 4.430 -0.003 5.991
C 4.450 1.205 5.311
C 3.616 1.391 4.221
C 2.738 0.392 3.797
P 1.680 0.622 2.287
C 1.543 2.468 2.419
C 0.817 2.808 3.568
C 0.502 4.116 3.872
C 0.885 5.128 3.002
C 1.610 4.807 1.872
C 1.963 3.491 1.564
C 2.813 3.271 0.338
C 2.942 0.161 1.045
C 4.227 -0.215 1.442
C 5.111 -0.835 0.577
C 4.699 -1.137 -0.706
C 3.446 -0.751 -1.137
C 2.536 -0.076 -0.309
C 1.261 0.349 -0.928
H 1.780 -2.726 4.848
H 2.194 -2.423 3.159
H 0.798 -1.618 3.889
H 3.573 -1.958 6.090
H 5.081 -0.165 6.842
H 5.122 1.997 5.619
H 3.654 2.330 3.684
H 0.510 2.013 4.237
H -0.049 4.347 4.775
H 0.624 6.158 3.210
H 1.924 5.598 1.200
H 3.507 4.104 0.217
H 2.187 3.241 -0.557
H 3.377 2.344 0.401
H 4.552 -0.019 2.455
H 6.109 -1.089 0.910
H 5.367 -1.664 -1.376
H 3.137 -0.985 -2.150
H 1.345 0.244 -2.012
H 1.056 1.390 -0.658
N -4.485 -3.813 -5.874
C -3.775 -3.315 -5.108
C -2.952 -2.695 -4.153
C -1.535 -2.778 -4.175
C -0.800 -2.139 -3.227
N -1.352 -1.387 -2.224
C -2.726 -1.317 -2.201
C -3.532 -1.931 -3.102
H -1.043 -3.354 -4.945
H 0.283 -2.189 -3.234
H -3.143 -0.714 -1.397
H -4.607 -1.844 -3.034
*
```

Orbital gap (spin up / spin down) ... 5.86 / 7.83 eV
⟨S²⟩ ... 2.057

Atomic partial charges in e from the Löwdin method, atoms 1 to 2: Ti 1.0175; C -0.0299